Entry 1:
Computed, not measured: the molecule C23H29N3O4S, with ωB97M-V/def2-TZVPD.

```
! wB97M-V def2-TZVPD RIJCOSX def2/J DEFGRID3
* xyz 0 1
C -6.29 -2.15 0.04
C -5.26 -1.06 0.12
C -4.94 -0.29 -0.99
C -3.99 0.71 -0.90
C -3.35 0.94 0.30
C -3.67 0.20 1.42
C -4.62 -0.80 1.33
H -4.87 -1.39 2.20
H -3.17 0.43 2.35
S -2.09 2.19 0.44
O -2.07 2.69 1.78
O -2.25 3.14 -0.63
N -0.71 1.24 0.23
C -0.32 1.05 -1.15
C 0.46 2.24 -1.72
H 0.81 1.99 -2.72
H -0.20 3.10 -1.78
C 1.66 2.56 -0.82
C 2.70 1.45 -0.92
O 2.70 0.63 -1.83
N 3.66 1.46 0.02
H 3.61 2.10 0.80
C 4.73 0.48 0.06
C 4.16 -0.83 0.66
O 4.31 -1.15 1.82
N 3.49 -1.56 -0.25
H 3.27 -1.13 -1.15
C 2.76 -2.77 0.09
C 1.28 -2.55 -0.02
C 0.55 -2.08 1.06
C -0.81 -1.85 0.95
C -1.46 -2.09 -0.25
C -0.73 -2.55 -1.34
C 0.63 -2.78 -1.23
H 1.19 -3.14 -2.08
H -1.23 -2.73 -2.28
H -2.52 -1.92 -0.34
H -1.37 -1.49 1.80
H 1.05 -1.90 2.00
H 3.04 -3.02 1.12
H 3.08 -3.57 -0.58
C 5.88 1.00 0.91
H 6.20 1.97 0.56
H 5.58 1.06 1.95
H 6.72 0.31 0.84
H 5.05 0.29 -0.97
C 1.14 2.80 0.61
C 0.40 1.56 1.10
H -0.02 1.73 2.09
H 1.06 0.69 1.13
H 1.94 3.06 1.31
H 0.43 3.63 0.59
H 2.14 3.48 -1.18
H -1.23 0.89 -1.73
H 0.29 0.14 -1.21
H -3.74 1.33 -1.75
H -5.43 -0.48 -1.93
H -7.15 -1.90 0.66
H -6.63 -2.29 -0.99
H -5.88 -3.09 0.40
*
```

## Properties
Energy above the lowest of the compared OMol25 structures with the same formula, charge and spin   5.3 kcal per mole
Kohn-Sham gap   9.7 eV
E_tot   -47818.9921 eV
Highest occupied orbital energy   -9.0 eV
SMILES   Cc1ccc(S(=O)(=O)N2CCC(C(=O)N[C@@H](C)C(=O)NCc3ccccc3)CC2)cc1



Entry 2:
Computed, not measured: a structure of composition C35H46NO7PSSiTe4Y, with ωB97M-V/def2-TZVPD.

```
! wB97M-V def2-TZVPD RIJCOSX def2/J DEFGRID3
* xyz -1 1
Y -0.04 -0.21 0.17
O 2.33 -0.07 0.12
N 3.11 0.98 -0.03
C 4.45 0.71 0.00
C 5.38 1.69 -0.15
C 4.92 3.00 -0.34
C 3.58 3.25 -0.36
C 2.60 2.23 -0.19
S 0.92 2.47 -0.21
H 4.65 -0.34 0.16
H 6.43 1.43 -0.12
H 5.63 3.81 -0.47
H 3.20 4.26 -0.50
Te 0.01 -0.32 3.04
Te 2.00 -2.16 3.10
Te 0.82 -4.34 2.03
Te 1.49 -3.86 -0.54
C 1.41 4.08 -4.51
C 2.32 3.07 -4.22
C 1.87 1.83 -3.77
C 0.52 1.56 -3.59
C -0.38 2.59 -3.89
C 0.05 3.83 -4.34
P -0.07 0.02 -2.73
C -1.71 -0.22 -3.52
C -2.81 -0.56 -2.74
C -4.06 -0.74 -3.33
C -4.22 -0.58 -4.70
C -3.13 -0.23 -5.49
C -1.89 -0.06 -4.90
C 0.99 -1.28 -3.49
C 2.34 -1.33 -3.09
C 3.21 -2.27 -3.63
C 2.75 -3.20 -4.55
C 1.41 -3.20 -4.92
C 0.54 -2.24 -4.39
H 1.75 5.04 -4.86
H 3.38 3.24 -4.34
H 2.62 1.07 -3.54
H -1.45 2.43 -3.77
H -0.68 4.61 -4.56
H -2.70 -0.66 -1.66
H -4.91 -0.99 -2.70
H -5.20 -0.71 -5.15
H -3.25 -0.09 -6.55
H -1.04 0.23 -5.51
H 2.69 -0.65 -2.32
H 4.24 -2.28 -3.30
H 3.42 -3.95 -4.96
H 1.03 -3.94 -5.61
H -0.50 -2.27 -4.68
O 0.66 -2.06 -0.53
O -0.76 -2.03 -0.87
C -1.39 3.84 3.03
C -2.57 3.00 3.49
C -2.31 2.43 4.87
C -3.87 3.80 3.48
O -2.70 1.87 2.63
Si -3.02 1.68 1.04
O -1.88 0.87 0.25
O -3.22 3.20 0.44
C -3.91 3.71 -0.72
C -3.22 5.03 -1.03
C -3.76 2.72 -1.86
C -5.37 3.92 -0.37
O -4.50 0.94 0.93
C -5.03 -0.24 1.54
C -6.12 -0.73 0.61
C -3.93 -1.29 1.69
C -5.61 0.14 2.89
H -1.26 4.70 3.70
H -1.53 4.22 2.02
H -0.47 3.25 3.04
H -2.22 3.24 5.60
H -1.40 1.84 4.90
H -3.14 1.79 5.17
H -3.79 4.62 4.19
H -4.70 3.15 3.79
H -4.09 4.21 2.49
H -2.16 4.86 -1.24
H -3.30 5.70 -0.18
H -3.68 5.51 -1.90
H -2.70 2.48 -2.00
H -4.15 3.14 -2.79
H -4.29 1.79 -1.65
H -5.47 4.65 0.44
H -5.84 2.98 -0.05
H -5.91 4.30 -1.24
H -5.69 -1.03 -0.35
H -6.85 0.07 0.43
H -6.65 -1.59 1.03
H -3.45 -1.49 0.74
H -4.37 -2.23 2.05
H -3.15 -0.99 2.40
H -6.38 0.91 2.77
H -4.82 0.54 3.54
H -6.05 -0.73 3.39
*
```

## Properties
Energy above the lowest of the compared OMol25 structures with the same formula, charge and spin   0.0 kcal per mole
Kohn-Sham gap   6.3 eV
E_tot   -111092.5002 eV
Highest occupied orbital energy   -4.4 eV



Entry 3:
Computed, not measured: a structure of composition C21H16N5O4RbS2, with ωB97M-V/def2-TZVPD.

```
! wB97M-V def2-TZVPD RIJCOSX def2/J DEFGRID3
* xyz -2 1
Rb 1.61 -0.45 -0.16
S 3.03 5.13 5.60
N 3.72 3.64 5.37
C 3.14 3.11 4.28
C 3.42 1.83 3.71
C 4.39 1.00 4.32
C 4.68 -0.24 3.78
C 3.99 -0.60 2.66
N 3.05 0.17 2.06
C 2.71 1.42 2.54
C 1.70 2.32 1.93
N 0.96 2.01 0.80
C 0.04 2.86 0.27
C -0.24 4.09 0.80
C 0.45 4.47 1.94
C 1.41 3.59 2.49
C 2.12 4.00 3.66
N 1.98 5.16 4.32
H 4.92 1.33 5.21
H 5.42 -0.89 4.23
H 4.16 -1.56 2.18
H -0.46 2.50 -0.61
H -0.99 4.74 0.35
H 0.25 5.44 2.39
C -6.00 -3.77 -2.37
C -4.80 -2.93 -2.66
C -3.94 -3.26 -3.72
C -2.78 -2.52 -3.95
C -2.47 -1.45 -3.11
C -3.31 -1.11 -2.05
C -4.47 -1.86 -1.82
S -0.97 -0.46 -3.40
O -1.44 0.88 -3.05
O -0.74 -0.64 -4.83
N 0.14 -1.04 -2.41
C 0.78 -2.29 -2.86
C 1.21 -3.17 -1.67
O 0.52 -4.21 -1.47
O 2.27 -2.81 -1.06
H -6.38 -4.24 -3.29
H -6.82 -3.16 -1.96
H -5.75 -4.56 -1.66
H -4.15 -4.11 -4.36
H -2.10 -2.78 -4.76
H -3.05 -0.29 -1.39
H -5.10 -1.60 -0.97
H 1.68 -2.07 -3.45
H 0.14 -2.91 -3.50
H 2.06 1.31 1.66
*
```

## Properties
Kohn-Sham gap (alpha / beta)   4.3 / 4.3 eV
E_tot   -59997.9495 eV
Highest occupied orbital energy (alpha / beta)   -0.3 / -0.3 eV



Entry 4:
Computed, not measured: a cluster of 2 separate species, C5H13N2 in total, with ωB97M-V/def2-TZVPD.

```
! wB97M-V def2-TZVPD RIJCOSX def2/J DEFGRID3
* xyz 1 1
N 0.61 -1.43 0.83
C -0.53 -1.89 -0.03
C -2.09 -0.12 -0.96
C -1.70 -0.95 0.01
H 1.31 -2.17 0.83
H 0.26 -1.42 1.78
H -0.85 -2.88 0.27
H -0.12 -1.96 -1.05
H -3.02 0.42 -0.85
H -1.65 -0.21 -1.95
H -2.29 -0.94 0.93
C 0.83 1.85 1.12
C 1.07 0.87 -1.08
N 1.48 1.67 -0.18
H 0.73 2.92 1.30
H 1.44 1.39 1.90
H -0.14 1.37 1.08
H 0.25 0.22 -0.84
H 1.59 0.82 -2.03
H 2.33 2.19 -0.33
*
```

## Properties
Energy above the lowest of the compared OMol25 structures with the same formula, charge and spin   64.7 kcal per mole
Kohn-Sham gap   9.0 eV
E_tot   -8368.0067 eV
Highest occupied orbital energy   -13.5 eV



Entry 5:
Computed, not measured: a structure of composition C16H19F3NOPtS2, with ωB97M-V/def2-TZVPD.

```
! wB97M-V def2-TZVPD RIJCOSX def2/J DEFGRID3
* xyz -1 1
Pt 0.30 -0.07 -0.07
C 3.88 0.06 -1.95
C 2.99 0.81 -0.96
C 3.82 1.72 -0.06
O 2.30 -0.13 -0.18
H 4.37 0.75 -2.65
H 3.27 -0.65 -2.52
H 4.65 -0.50 -1.42
H 2.31 1.45 -1.53
H 4.57 1.13 0.48
H 3.16 2.21 0.66
H 4.34 2.50 -0.64
S -1.98 -0.18 0.22
C -2.48 -1.40 -0.78
N -1.84 -1.81 -1.88
C -2.61 -2.71 -2.73
C -3.38 -3.57 -1.75
S -3.89 -2.40 -0.45
H -1.23 -1.11 -2.29
H -1.94 -3.32 -3.35
H -3.29 -2.15 -3.38
H -2.73 -4.31 -1.29
H -4.25 -4.06 -2.20
F 0.42 9.50 0.55
C 0.21 8.90 -0.65
F 1.13 9.40 -1.49
F -0.99 9.37 -1.07
C 0.24 7.41 -0.55
C -0.66 6.77 0.29
C -0.66 5.40 0.40
C 0.24 4.61 -0.35
C 1.14 5.28 -1.19
C 1.14 6.66 -1.30
C 0.23 3.19 -0.26
C 0.23 1.97 -0.18
H -1.37 7.36 0.87
H -1.36 4.90 1.05
H 1.84 4.69 -1.77
H 1.84 7.15 -1.96
C 0.50 -2.14 0.14
H -0.23 -2.57 0.83
H 1.50 -2.33 0.53
H 0.42 -2.69 -0.81
*
```

## Properties
Energy above the lowest of the compared OMol25 structures with the same formula, charge and spin   16.9 kcal per mole
Kohn-Sham gap   6.3 eV
E_tot   -53508.0527 eV
Highest occupied orbital energy   -4.2 eV



Entry 6:
Computed, not measured: a structure of composition C4H10NO2S, with ωB97M-V/def2-TZVPD.

```
! wB97M-V def2-TZVPD RIJCOSX def2/J DEFGRID3
* xyz 1 1
C 0.14 -0.29 0.70
C -0.80 1.94 -0.18
C -0.10 -1.74 0.89
C -0.83 0.46 0.06
N -2.06 -0.07 0.02
O 2.03 1.55 0.28
O 2.42 -0.73 -1.06
S 1.80 0.27 0.92
H 0.06 2.46 0.24
H -0.89 2.14 -1.23
H -1.78 2.40 0.13
H -0.38 -2.00 -0.11
H 0.65 -2.39 1.12
H -0.88 -1.94 1.70
H -2.77 0.32 -0.51
H -2.11 -1.14 0.02
H 2.87 0.13 -1.31
H 2.64 -1.37 -1.65
*
```

## Properties
Energy above the lowest of the compared OMol25 structures with the same formula, charge and spin   55.4 kcal per mole
Kohn-Sham gap (alpha / beta)   7.7 / 7.7 eV
E_tot   -20721.6114 eV
Highest occupied orbital energy (alpha / beta)   -13.6 / -13.6 eV



Entry 7:
Computed, not measured: a cluster of 5 separate species, C23H30F12N3O9 in total, with ωB97M-V/def2-TZVPD.

```
! wB97M-V def2-TZVPD RIJCOSX def2/J DEFGRID3
* xyz 1 1
C -5.21 -0.63 2.97
C -3.74 -0.77 3.29
O -3.10 -1.65 2.84
N -3.10 0.21 4.22
C -3.72 -0.03 5.56
C -3.33 1.49 3.71
C -3.62 2.60 4.53
C -3.80 3.82 3.93
C -3.67 3.91 2.55
N -3.37 2.81 1.89
N -3.19 1.60 2.40
H -5.71 -1.57 3.16
H -5.68 0.18 3.52
H -5.27 -0.36 1.93
H -3.74 -1.10 5.71
H -3.13 0.42 6.34
H -4.75 0.33 5.60
H -3.70 2.51 5.60
H -4.05 4.68 4.53
H -3.82 4.83 2.03
H -3.25 2.87 0.89
C -0.43 -2.75 1.85
C 1.03 -2.41 2.08
O 1.88 -3.08 1.13
C 1.99 -2.50 -0.05
O 1.46 -1.49 -0.40
C 2.96 -3.32 -0.92
F 2.71 -4.62 -0.83
F 4.22 -3.11 -0.52
F 2.88 -2.97 -2.20
H -0.57 -3.83 1.86
H -1.05 -2.30 2.61
H -0.76 -2.39 0.87
H 1.35 -2.77 3.06
H 1.20 -1.34 2.04
C -6.35 -5.49 4.96
C -6.23 -6.03 6.37
O -4.90 -5.82 6.90
C -4.65 -4.62 7.39
O -5.40 -3.69 7.44
C -3.21 -4.60 7.94
F -2.36 -5.17 7.08
F -3.16 -5.27 9.09
F -2.79 -3.35 8.17
H -5.59 -5.93 4.32
H -7.33 -5.74 4.56
H -6.23 -4.41 4.95
H -6.37 -7.11 6.38
H -6.96 -5.59 7.04
C 4.46 0.46 -1.82
C 4.94 -0.26 -3.06
O 5.18 0.67 -4.13
C 6.35 1.30 -4.10
O 7.21 1.18 -3.29
C 6.46 2.22 -5.33
F 5.33 2.91 -5.52
F 6.69 1.49 -6.43
F 7.45 3.09 -5.19
H 3.58 1.06 -2.06
H 4.20 -0.25 -1.04
H 5.22 1.14 -1.43
H 4.17 -0.94 -3.42
H 5.84 -0.85 -2.86
C 6.07 5.32 -8.46
C 4.70 4.80 -8.07
O 3.67 5.39 -8.88
C 3.48 4.85 -10.08
O 4.07 3.92 -10.55
C 2.32 5.56 -10.79
F 2.41 6.89 -10.67
F 1.15 5.18 -10.25
F 2.30 5.25 -12.08
H 6.09 6.41 -8.41
H 6.83 4.93 -7.79
H 6.33 5.03 -9.48
H 4.47 5.08 -7.05
H 4.66 3.71 -8.14
*
```

## Properties
Energy above the lowest of the compared OMol25 structures with the same formula, charge and spin   0.0 kcal per mole
Kohn-Sham gap   6.8 eV
E_tot   -79838.9145 eV
Highest occupied orbital energy   -12.2 eV



Entry 8:
Computed, not measured: a cluster of 9 separate species, C33H39N9O6 in total, with ωB97M-V/def2-TZVPD.

```
! wB97M-V def2-TZVPD RIJCOSX def2/J DEFGRID3
* xyz -1 2
N 2.17 -3.42 -2.33
C 1.41 -3.20 -1.20
C 0.95 -4.22 -0.40
C 1.24 -5.57 -0.75
C 1.93 -5.78 -1.96
C 2.36 -4.71 -2.71
H 1.23 -2.15 -0.99
H 0.42 -3.95 0.50
H 0.92 -6.39 -0.12
H 2.10 -6.82 -2.20
H 3.00 -4.87 -3.56
N -3.03 5.27 0.31
C -2.05 4.51 0.79
C -1.08 3.96 -0.09
C -1.12 4.16 -1.47
C -2.24 4.83 -1.96
C -3.17 5.38 -1.03
H -2.03 4.32 1.85
H -0.33 3.39 0.43
H -0.41 3.77 -2.18
H -2.34 4.83 -3.04
H -3.97 6.08 -1.24
N 3.47 -1.71 3.02
C 4.35 -1.71 4.08
C 5.74 -1.59 3.83
C 6.21 -1.49 2.46
C 5.26 -1.44 1.38
C 3.88 -1.52 1.75
H 3.95 -1.88 5.07
H 6.42 -1.69 4.66
H 7.24 -1.38 2.16
H 5.54 -1.43 0.34
H 3.15 -1.63 0.97
N -5.60 1.30 0.55
C -4.61 1.83 -0.23
C -4.29 1.37 -1.47
C -5.05 0.39 -2.08
C -5.98 -0.23 -1.31
C -6.27 0.24 -0.03
H -4.05 2.57 0.31
H -3.39 1.74 -1.94
H -4.75 0.11 -3.08
H -6.58 -1.04 -1.67
H -6.95 -0.27 0.65
N -5.06 -3.92 -0.62
C -3.79 -3.59 -0.96
C -2.88 -3.15 0.02
C -3.43 -2.74 1.28
C -4.82 -2.97 1.57
C -5.58 -3.56 0.60
H -3.40 -3.81 -1.94
H -1.85 -2.98 -0.26
H -2.75 -2.35 2.03
H -5.16 -2.73 2.56
H -6.61 -3.82 0.82
N 1.59 0.66 -0.09
C 0.69 0.80 -1.13
C -0.64 0.42 -1.05
C -1.09 -0.21 0.13
C -0.18 -0.32 1.23
C 1.19 0.16 1.07
H 1.16 1.22 -2.01
H -1.35 0.50 -1.86
H -2.09 -0.60 0.21
H -0.52 -0.77 2.15
H 1.93 0.04 1.85
C 3.20 3.91 -0.76
N 3.54 3.47 0.70
O 4.23 2.43 0.62
O 3.23 4.09 1.72
H 2.62 3.20 -1.35
H 4.21 4.04 -1.14
H 2.69 4.88 -0.81
C 1.91 -0.08 -4.63
N 2.13 1.38 -4.48
O 1.18 2.20 -4.57
O 3.26 1.79 -4.27
H 2.78 -0.73 -4.52
H 1.34 -0.28 -5.54
H 1.27 -0.29 -3.78
C 2.56 1.98 4.74
N 1.22 2.01 4.10
O 1.09 2.48 2.93
O 0.22 1.59 4.69
H 3.38 2.19 4.04
H 2.53 0.93 5.00
H 2.44 2.55 5.66
*
```

## Properties
Kohn-Sham gap (alpha / beta)   2.7 / 6.1 eV
E_tot   -60537.7333 eV
Highest occupied orbital energy (alpha / beta)   -0.7 / -4.1 eV



What is the E_tot in the eighth record? -60537.7333 eV